Entry from the OMol25 dataset: a molecular structure, H26O13 (wB97M-V/def2-TZVPD).

Geometry (Å):
H: -4.20 -0.37 0.69
O: -0.32 3.76 -0.43
H: 1.26 0.84 2.11
H: -1.68 -1.25 -1.19
O: -2.34 -2.72 0.41
O: 4.73 0.27 0.30
O: 1.90 -3.36 -0.70
O: 2.11 0.33 2.18
H: 3.35 -0.08 -2.65
O: -0.24 -0.76 -0.52
O: 1.87 3.30 -0.31
H: -2.57 -3.17 -0.41
H: 0.17 4.23 -1.19
H: -0.90 3.14 -0.83
O: -4.28 1.10 -1.66
H: 3.60 0.23 -1.22
O: -1.89 -0.47 -1.63
H: 2.46 0.44 3.05
H: -0.57 -2.83 1.96
H: 1.59 3.10 0.65
H: -1.59 0.66 2.79
H: -4.81 1.23 -2.52
H: 2.58 -4.11 -0.92
H: -3.56 0.91 0.33
H: 5.35 -0.50 0.11
H: -0.92 -0.59 0.18
H: -3.48 1.59 -1.94
H: 1.25 -3.30 -1.37
O: 3.83 -0.41 -1.97
O: -0.75 -2.67 1.07
H: -2.20 -1.74 0.25
H: -0.51 1.74 2.92
H: 2.80 3.49 -0.31
H: -0.19 -3.29 0.61
O: -4.28 0.54 0.94
H: -1.05 -0.01 -1.75
O: -1.05 1.24 2.24
H: 4.00 -0.04 0.82
H: 0.53 -0.49 -0.10

Results
- Charge: 0
- DFT total energy: -993.39635 Eh
- Largest force on an atom: 10.8 eV Å⁻¹

The net atomic charges from Mulliken, expressed in e, are: number 1, H, carries 0.3272; number 2, O, carries -0.6276; number 3, H, carries 0.2852; number 4, H, carries 0.4361; number 5, O, carries -0.5492; number 6, O, carries -0.7027; number 7, O, carries -0.6049; number 8, O, carries -0.5489; number 9, H, carries 0.2641; number 10, O, carries -0.5517; number 11, O, carries -0.5694; number 12, H, carries 0.2749; number 13, H, carries 0.3249; number 14, H, carries 0.2824; number 15, O, carries -0.5732; number 16, H, carries 0.3471; number 17, O, carries -0.5924; number 18, H, carries 0.2577; number 19, H, carries 0.1828; number 20, H, carries 0.3161; number 21, H, carries 0.3027; number 22, H, carries 0.2915; number 23, H, carries 0.2910; number 24, H, carries 0.3004; number 25, H, carries 0.3405; number 26, H, carries 0.2297; number 27, H, carries 0.2565; number 28, H, carries 0.3117; number 29, O, carries -0.5821; number 30, O, carries -0.4145; number 31, H, carries 0.1793; number 32, H, carries 0.2851; number 33, H, carries 0.2729; number 34, H, carries 0.2670; number 35, O, carries -0.6169; number 36, H, carries 0.4133; number 37, O, carries -0.5874; number 38, H, carries 0.3335; number 39, H, carries 0.1470

Entry from the OMol25 dataset: 3 unconnected molecules or ions with the total composition C2H5BO2 (wB97M-V/def2-TZVPD).

Geometry (Å):
C: 0.66 0.23 0.39
H: 2.51 1.09 -0.41
H: -1.26 -0.94 -0.40
O: -1.00 -1.88 0.51
O: -1.79 1.08 -0.30
B: -0.76 0.64 0.20
H: 0.85 1.73 -0.95
C: 1.43 0.96 -0.36
H: 1.04 -0.48 1.12
H: -1.67 -2.43 0.21

Results
- Charge: 0
- DFT total energy: -254.47269 Eh
- Largest force on an atom: 6.4 eV Å⁻¹

The net atomic charges from Mulliken, expressed in e, are: number 1, C, carries -0.0022; number 2, H, carries 0.2898; number 3, H, carries 0.4038; number 4, O, carries -0.6445; number 5, O, carries -0.5060; number 6, B, carries 0.2215; number 7, H, carries 0.1808; number 8, C, carries -0.5660; number 9, H, carries 0.3425; number 10, H, carries 0.2802

Entry from the OMol25 dataset: a molecular structure, C2H3NO2 (wB97M-V/def2-TZVPD).

Geometry (Å):
H: 1.23 0.63 0.71
O: 0.43 -1.62 -1.34
N: -0.82 1.20 0.11
H: -1.43 1.45 0.83
H: -0.16 -2.32 -1.08
O: -1.49 0.34 -0.75
C: 0.14 -0.60 -0.61
C: 0.37 0.42 0.23

Results
- Charge: 0
- DFT total energy: -283.04926 Eh
- Largest force on an atom: 4.7 eV Å⁻¹

The net atomic charges from Mulliken, expressed in e, are: number 1, H, carries 0.4385; number 2, O, carries -0.4291; number 3, N, carries -0.1489; number 4, H, carries 0.2230; number 5, H, carries 0.4120; number 6, O, carries -0.4539; number 7, C, carries 0.6165; number 8, C, carries -0.6582

Entry from the OMol25 dataset: a molecular structure, C18H48F4O9S7Tl (wB97M-V/def2-TZVPD).

Geometry (Å):
O: 1.93 -2.46 -0.87
F: -0.46 -2.23 1.98
H: -2.90 3.03 3.04
H: 0.55 0.15 5.18
H: -3.83 0.23 -5.06
S: -4.12 -0.65 0.32
H: 1.05 3.22 2.87
H: -3.83 4.65 -0.47
C: -0.94 0.38 -5.03
H: -0.29 -5.18 -2.46
C: -5.02 -2.21 -0.19
H: 2.11 4.60 -2.82
C: -3.63 3.58 -0.51
S: -1.94 -3.47 -1.86
C: 0.14 3.34 3.46
H: -5.27 -0.93 2.42
O: 0.14 0.85 2.50
H: -3.93 4.09 2.20
C: 6.69 -1.24 1.42
O: 0.40 2.41 -0.79
C: -4.23 -1.04 2.11
H: 3.76 -1.99 1.54
H: 6.34 0.02 -0.27
H: -0.46 3.99 2.82
O: -2.11 1.53 0.49
C: -3.53 3.07 2.16
C: 5.73 -0.51 0.48
S: -0.46 1.62 3.64
S: 3.09 -3.33 -0.36
H: 2.15 2.89 -3.38
C: 2.52 -5.02 -0.14
S: -2.41 2.99 0.76
H: -1.45 0.54 -5.98
H: -6.01 -2.10 0.24
H: -3.82 -2.04 2.28
C: -2.21 -4.39 -0.30
H: -3.18 -4.87 -0.34
C: 0.72 1.21 4.99
H: 7.36 -0.51 1.87
H: -3.20 -1.19 -4.17
F: 4.75 3.16 1.44
H: -0.14 5.44 -2.47
C: -1.26 -4.86 -2.85
C: 3.66 2.42 1.25
C: 3.28 -2.95 1.43
H: -1.10 -4.51 -3.87
H: -4.18 -0.04 -3.33
H: -2.02 -5.64 -2.85
H: 5.22 -1.29 -0.08
O: -0.84 -2.47 -1.64
H: -0.13 1.09 -4.89
H: 6.10 -1.79 2.15
H: -1.40 -5.09 -0.10
C: 1.99 3.56 -2.53
H: 2.24 -5.46 -1.10
H: 2.66 3.33 -1.70
Tl: 0.08 -0.39 -0.08
H: 1.65 -5.12 0.51
H: 0.47 1.79 5.88
H: -1.14 4.95 -1.09
O: -1.37 0.09 -2.32
F: 2.71 3.08 0.59
O: -2.67 -0.88 -0.01
H: 4.42 1.42 -0.43
H: 3.27 -5.68 0.30
H: 2.35 -3.00 2.01
H: 7.23 -2.05 0.92
O: 4.99 0.42 1.22
C: -0.16 4.83 -1.56
H: 3.94 -3.68 1.90
O: 2.91 0.29 0.20
S: -1.93 0.79 -3.54
F: 3.22 2.10 2.49
C: -3.42 -0.12 -4.11
H: 1.79 1.33 4.81
H: -4.50 2.96 -0.31
H: -3.20 3.45 -1.50
H: -4.45 -2.93 0.41
H: -2.05 -3.68 0.51
H: -3.61 -0.34 2.67
S: 0.27 3.14 -2.11
H: -4.95 -2.48 -1.24
H: 0.62 5.09 -0.86
H: -4.41 2.42 2.10
H: 0.34 3.81 4.42
H: -0.64 -0.66 -4.91
C: 3.97 1.12 0.53

Results
- Charge: +1
- DFT total energy: -4750.39323 Eh
- Largest force on an atom: 2.3 eV Å⁻¹

The net atomic charges from Mulliken, expressed in e, are: number 1, O, carries -0.4544; number 2, F, carries -0.6955; number 3, H, carries 0.2668; number 4, H, carries 0.3578; number 5, H, carries 0.4503; number 6, S, carries 0.3958; number 7, H, carries -0.1044; number 8, H, carries 0.4179; number 9, C, carries -0.9503; number 10, H, carries 0.1760; number 11, C, carries -0.9479; number 12, H, carries 0.4535; number 13, C, carries -1.2932; number 14, S, carries 0.5865; number 15, C, carries -0.6629; number 16, H, carries 0.4591; number 17, O, carries -0.4170; number 18, H, carries 0.4702; number 19, C, carries -1.3245; number 20, O, carries -0.2544; number 21, C, carries -1.0658; number 22, H, carries -0.0073; number 23, H, carries 0.4898; number 24, H, carries 0.2677; number 25, O, carries -0.2376; number 26, C, carries -1.0365; number 27, C, carries -0.1527; number 28, S, carries 0.3578; number 29, S, carries 0.3363; number 30, H, carries 0.3499; number 31, C, carries -0.9577; number 32, S, carries 0.5062; number 33, H, carries 0.4258; number 34, H, carries 0.4390; number 35, H, carries 0.4300; number 36, C, carries -0.9856; number 37, H, carries 0.4276; number 38, C, carries -1.0834; number 39, H, carries 0.3496; number 40, H, carries 0.2737; number 41, F, carries -0.3008; number 42, H, carries 0.4633; number 43, C, carries -1.0007; number 44, C, carries 0.8187; number 45, C, carries -0.6869; number 46, H, carries 0.3604; number 47, H, carries 0.2787; number 48, H, carries 0.4269; number 49, H, carries 0.1595; number 50, O, carries -0.5343; number 51, H, carries 0.2004; number 52, H, carries 0.3008; number 53, H, carries 0.3965; number 54, C, carries -0.8968; number 55, H, carries 0.3317; number 56, H, carries 0.0258; number 57, Tl, carries 1.9999; number 58, H, carries 0.2490; number 59, H, carries 0.4496; number 60, H, carries 0.2072; number 61, O, carries -0.3525; number 62, F, carries -0.2043; number 63, O, carries -0.3968; number 64, H, carries 0.2445; number 65, H, carries 0.4096; number 66, H, carries 0.3608; number 67, H, carries 0.3995; number 68, O, carries -0.3037; number 69, C, carries -1.1627; number 70, H, carries 0.4305; number 71, O, carries -0.4258; number 72, S, carries 0.4277; number 73, F, carries -0.2895; number 74, C, carries -1.0157; number 75, H, carries 0.2467; number 76, H, carries 0.4437; number 77, H, carries 0.2811; number 78, H, carries 0.1790; number 79, H, carries 0.1213; number 80, H, carries 0.1617; number 81, S, carries 0.5636; number 82, H, carries 0.3088; number 83, H, carries 0.3325; number 84, H, carries 0.3046; number 85, H, carries 0.4833; number 86, H, carries 0.2848; number 87, C, carries -0.1380

Entry from the OMol25 dataset: a molecular structure, C5H7Br9Ca2O3 (wB97M-V/def2-TZVPD).

Geometry (Å):
Br: -19.26 -3.45 -1.88
C: -18.69 -4.45 -0.26
Br: -20.44 3.79 -2.52
C: -21.68 -0.24 1.36
H: -20.56 -1.99 0.77
Br: -19.82 -6.00 -0.08
Br: -25.54 -0.14 -4.69
C: -21.10 -1.16 0.32
H: -24.28 -2.22 -4.02
O: -20.96 0.05 2.37
C: -20.97 2.59 -1.11
Br: -23.22 -0.62 -2.52
Br: -22.72 3.14 -0.42
H: -20.38 -0.69 -0.37
H: -22.04 3.11 4.33
O: -22.82 0.24 1.15
H: -18.70 -3.76 0.56
Ca: -19.94 1.27 3.96
H: -21.01 1.57 -1.45
O: -21.94 2.30 3.81
Br: -26.01 -2.15 -2.27
Br: -16.79 -4.96 -0.41
H: -21.85 -1.58 -0.34
Ca: -23.68 1.27 3.01
C: -24.77 -1.43 -3.48
Br: -19.63 2.59 0.35

Results
- Charge: +2
- DFT total energy: -24941.35685 Eh
- Largest force on an atom: 1.9 eV Å⁻¹

The net atomic charges from Mulliken, expressed in e, are: number 1, Br, carries -0.0206; number 2, C, carries -0.2817; number 3, Br, carries 0.0609; number 4, C, carries 0.8353; number 5, H, carries 0.2361; number 6, Br, carries 0.0345; number 7, Br, carries 0.0167; number 8, C, carries -0.7786; number 9, H, carries 0.3590; number 10, O, carries -0.6215; number 11, C, carries -0.1433; number 12, Br, carries 0.0006; number 13, Br, carries -0.0297; number 14, H, carries 0.2894; number 15, H, carries 0.2373; number 16, O, carries -0.6899; number 17, H, carries 0.2722; number 18, Ca, carries 1.6267; number 19, H, carries 0.1725; number 20, O, carries -0.8522; number 21, Br, carries 0.0137; number 22, Br, carries -0.0081; number 23, H, carries 0.2136; number 24, Ca, carries 1.5045; number 25, C, carries -0.3734; number 26, Br, carries -0.0739

Entry from the OMol25 dataset: 3 unconnected molecules or ions with the total composition C3H10O3 (wB97M-V/def2-TZVPD).

Geometry (Å):
H: 2.89 2.05 -0.74
C: 0.24 -1.79 -0.17
C: 0.34 -0.28 -0.37
H: -2.98 -1.10 1.32
H: 2.68 2.39 0.72
H: -0.91 -2.08 -0.20
O: -1.76 0.88 -1.03
H: -2.09 0.58 -0.21
C: -0.41 0.65 -1.01
H: 1.13 0.13 0.26
H: -1.56 -0.61 1.78
O: -2.42 -0.35 1.43
H: 0.68 -2.01 0.85
O: 3.37 2.39 0.06
H: 0.61 -2.34 -1.01
H: 0.18 1.49 -1.71

Results
- Charge: 0
- DFT total energy: -345.91800 Eh
- SMILES: C/C=C\O.O.O
- Largest force on an atom: 4.5 eV Å⁻¹

The net atomic charges from Mulliken, expressed in e, are: number 1, H, carries 0.3283; number 2, C, carries -0.7784; number 3, C, carries -0.2747; number 4, H, carries 0.3203; number 5, H, carries 0.3146; number 6, H, carries 0.1761; number 7, O, carries -0.4542; number 8, H, carries 0.3942; number 9, C, carries 0.0739; number 10, H, carries 0.1925; number 11, H, carries 0.3178; number 12, O, carries -0.6873; number 13, H, carries 0.2724; number 14, O, carries -0.6404; number 15, H, carries 0.3078; number 16, H, carries 0.1370